1.
DFT (wB97M-V/def2-TZVPD) results for the molecule C7H8.

Values from the calculation:
orbital gap (spin up / spin down)	0.2484 / 0.2486	Eh
relative energy (zero: lowest compared OMol25 entry of this formula, charge and spin)	182.74	kcal/mol
E_HOMO (spin up / spin down)	-7.94 / -7.94	eV
electronic energy	-271.24024	hartree
LUMO (spin up / spin down)	-1.18 / -1.18	eV

Last columns: bonded neighbours and bond lengths (Å).
Positions of all 15 atoms, in Å:
1 C 0.874 1.007 0.054  C2 1.825, C5 1.496, C6 1.437
2 C 2.678 0.936 -0.214  C1 1.825, C5 1.511
3 C 1.013 -1.360 -0.213  C4 1.566, C5 1.538, H8 1.088, H9 1.092
4 C -0.479 -0.903 -0.080  C3 1.566, C6 1.526, H10 1.093, H11 1.096
5 C 1.782 -0.147 0.339  C1 1.496, C2 1.511, C3 1.538, H12 1.095
6 C -0.508 0.623 -0.032  C1 1.437, C4 1.526, C7 1.474
7 C -1.721 1.458 -0.066  C6 1.474, H13 1.090, H14 1.094, H15 1.090
8 H 1.200 -2.272 0.350  C3 1.088
9 H 1.263 -1.535 -1.261  C3 1.092
10 H -1.077 -1.245 -0.929  C4 1.093
11 H -0.930 -1.323 0.826  C4 1.096
12 H 2.008 -0.257 1.406  C5 1.095
13 H -1.610 2.303 -0.747  C7 1.090
14 H -1.916 1.862 0.932  C7 1.094
15 H -2.576 0.853 -0.365  C7 1.090

Here are the natural (NBO) charges for atoms 1 to 5, given in e: atom 1 (C): -0.20, atom 2 (C): 0.37, atom 3 (C): -0.38, atom 4 (C): -0.44, atom 5 (C): -0.54



2.
DFT (wB97M-V/def2-TZVPD) results for the molecule C5H9NO.

Values from the calculation:
orbital gap	0.4253	Eh
relative energy (zero: lowest compared OMol25 entry of this formula, charge and spin)	30.06	kcal/mol
SMILES	CC[C@@H](O)CC#N
E_HOMO	-10.93	eV
electronic energy	-325.88966	hartree
LUMO	0.65	eV

Last columns: bonded neighbours and bond lengths (Å).
Positions of all 16 atoms, in Å:
1 C -2.104 -0.185 -0.121  C2 1.542, H8 1.096, H9 1.094, H10 1.092
2 C -0.664 -0.394 -0.631  C1 1.542, C3 1.559, H11 1.096, H12 1.096
3 C 0.389 0.560 0.011  C2 1.559, O4 1.419, C5 1.537, H13 1.099
4 O -0.107 1.298 1.118  C3 1.419, H14 0.964
5 C 1.585 -0.192 0.616  C3 1.537, C6 1.464, H15 1.095, H16 1.094
6 C 2.595 -0.629 -0.348  C5 1.464, N7 1.157
7 N 3.432 -0.954 -1.079  C6 1.157
8 H -2.688 0.466 -0.782  C1 1.096
9 H -2.640 -1.136 -0.050  C1 1.094
10 H -2.100 0.250 0.881  C1 1.092
11 H -0.640 -0.272 -1.720  C2 1.096
12 H -0.362 -1.431 -0.446  C2 1.096
13 H 0.763 1.261 -0.747  C3 1.099
14 H -0.756 1.930 0.790  O4 0.964
15 H 1.228 -1.060 1.182  C5 1.095
16 H 2.068 0.486 1.326  C5 1.094

Here are the natural (NBO) charges for atoms 1 to 5, given in e: atom 1 (C): -0.63, atom 2 (C): -0.44, atom 3 (C): 0.12, atom 4 (O): -0.72, atom 5 (C): -0.53



3.
DFT (wB97M-V/def2-TZVPD) results for a cluster of 2 separate species, H2P4 in total.

Values from the calculation:
orbital gap (spin up / spin down)	0.2388 / 0.2479	Eh
multiplicity	3
E_HOMO (spin up / spin down)	-7.55 / -9.08	eV
electronic energy	-1366.44393	hartree
LUMO (spin up / spin down)	-1.05 / -2.34	eV

Last columns: bonded neighbours and bond lengths (Å).
Positions of all 6 atoms, in Å:
1 P -2.876 -0.601 0.059  P2 2.091, P3 2.187
2 P -2.259 1.359 -0.326  P1 2.091, P4 2.144
3 P -0.789 -1.251 -0.037  P1 2.187, P4 2.178, H5 1.402
4 P -0.352 0.817 0.489  P2 2.144, P3 2.178
5 H -0.657 -1.809 1.243  P3 1.402
6 H 0.962 1.859 -1.383  no bonds

Here are the natural (NBO) charges for atoms 1 to 5, given in e: atom 1 (P): 0.04, atom 2 (P): -0.04, atom 3 (P): 0.00, atom 4 (P): 0.02, atom 5 (H): -0.01